<a>
# C5H15NO2

2 unconnected molecules or ions with the total composition C5H15NO2 (wB97M-V/def2-TZVPD, the OMol25 dataset).

As for the spin multiplicity: 2. Its LUMO energy (alpha / beta) is -3.5 / -8.9 eV. As for the charge: +1.

XYZ file:
```
23
Properties=species:S:1:pos:R:3:nbo_charge:R:1
C -0.899 -1.402 0.013 -0.063
O -0.705 -2.055 1.290 -0.662
C -0.174 -0.060 -0.022 -0.148
C -1.206 1.076 0.309 -0.454
C -1.405 2.255 -0.727 -0.446
C -0.180 3.069 -1.185 -0.668
N 0.641 -0.025 -1.171 -0.358
H -0.452 -2.150 -0.679 0.223
H -1.967 -1.399 -0.120 0.236
H -1.116 -1.622 2.023 0.483
H 0.609 0.046 0.919 0.299
H -2.347 0.870 0.542 0.270
H -1.152 1.442 1.356 0.267
H -1.753 1.714 -1.688 0.204
H -2.228 3.037 -0.522 0.276
H -0.285 4.230 -1.160 0.274
H 0.266 2.748 -2.205 0.204
H 0.837 2.792 -0.765 0.209
H 0.234 0.720 -1.730 0.418
H 1.647 -0.061 -1.183 0.434
H 3.463 -2.754 0.421 0.470
H 2.415 -2.183 1.406 0.455
O 3.271 -2.554 1.368 -0.922
```

<b>
# C5H15NO2

2 unconnected molecules or ions with the total composition C5H15NO2 (wB97M-V/def2-TZVPD, the OMol25 dataset).

As for the spin multiplicity: 2. Its LUMO energy (alpha / beta) is -2.6 / -7.6 eV. As for the charge: +1.

XYZ file:
```
23
Properties=species:S:1:pos:R:3:nbo_charge:R:1
C 0.563 -3.201 -1.442 -0.610
C -0.385 -2.443 -0.442 -0.258
N -0.599 -1.049 -0.884 0.068
C -2.024 -0.791 -1.134 -0.475
C 0.038 -0.095 -0.033 -0.326
C 0.208 1.317 -0.645 -0.087
O -0.529 2.273 0.128 -0.724
H 1.365 -3.609 -0.830 0.242
H 1.017 -2.454 -2.087 0.226
H 0.104 -4.014 -1.980 0.248
H 0.079 -2.437 0.536 0.241
H -1.334 -2.959 -0.421 0.239
H -2.379 -1.565 -1.827 0.243
H -2.708 -0.880 -0.294 0.276
H -2.050 0.147 -1.690 0.249
H -0.510 0.192 0.837 0.303
H 1.008 -0.466 0.292 0.241
H 0.008 1.505 -1.697 0.205
H 1.233 1.577 -0.460 0.205
H 0.084 2.929 0.480 0.495
H 2.673 3.070 4.459 0.475
H 1.370 3.539 3.904 0.467
O 2.241 3.246 3.620 -0.942
```

Energy comparison, zero being the most stable, in kJ/mol: <a> 239.4; <b> 0.0.

<a>
# C6H29NO9

10 unconnected molecules or ions with the total composition C6H29NO9 (wB97M-V/def2-TZVPD, the OMol25 dataset).

As for the spin multiplicity: 1. Its LUMO energy is 0.3 eV. As for the charge: 0. The structure (SMILES) is C=C/C(=C/C)NC.O.O.O.O.O.O.O.O.O.

XYZ file:
```
45
Properties=species:S:1:pos:R:3:nbo_charge:R:1
C -0.457 -0.139 0.934 -0.445
N -0.803 0.802 -0.164 -0.699
C 0.134 1.830 -0.392 0.110
C 0.509 2.763 0.525 -0.258
C 0.076 2.832 1.929 -0.664
C 1.665 1.466 -2.273 -0.344
C 0.568 1.974 -1.799 -0.244
H 0.373 -0.878 0.692 0.201
H -1.315 -0.742 1.147 0.212
H -0.157 0.392 1.873 0.211
H -1.009 0.279 -1.018 0.421
H 1.175 3.628 0.172 0.225
H 0.041 3.931 2.298 0.229
H 0.696 2.236 2.629 0.208
H -0.880 2.444 2.126 0.227
H 1.979 1.575 -3.252 0.196
H 2.394 0.854 -1.688 0.199
H -0.121 2.559 -2.411 0.216
H 3.019 0.961 1.719 0.478
H 1.938 0.829 0.656 0.500
O 2.723 0.375 1.069 -0.959
H -2.651 -3.545 0.030 0.474
H -1.665 -2.754 0.779 0.506
O -2.337 -2.718 0.159 -0.961
H 0.272 -1.701 -2.376 0.508
H 0.949 -2.637 -3.382 0.476
O 1.141 -2.034 -2.659 -0.984
H -1.739 -1.870 -1.208 0.514
H -2.036 -1.359 -2.588 0.479
O -1.369 -1.398 -1.982 -0.986
H -3.294 3.102 -0.166 0.486
H -2.185 2.740 -1.024 0.451
O -2.930 3.325 -0.998 -0.951
H 2.340 -1.240 1.519 0.501
H 2.367 -2.651 0.772 0.507
O 2.137 -2.190 1.625 -1.033
H 2.090 -2.747 -1.395 0.501
H 3.581 -2.915 -1.110 0.478
O 2.668 -3.202 -0.808 -0.967
H 0.522 -2.739 1.826 0.511
H -0.488 -3.068 2.871 0.473
O -0.388 -2.992 1.968 -0.995
H -3.887 1.231 1.236 0.474
H -2.419 1.473 0.871 0.494
O -3.227 1.922 1.264 -0.975
```

<b>
# C6H29NO9

8 unconnected molecules or ions with the total composition C6H29NO9 (wB97M-V/def2-TZVPD, the OMol25 dataset).

As for the spin multiplicity: 1. Its LUMO energy is -0.3 eV. As for the charge: 0. The structure (SMILES) is COCCNCCOC.O.O.O.O.O.O.O.

XYZ file:
```
45
Properties=species:S:1:pos:R:3:nbo_charge:R:1
O -5.510 -4.062 -18.090 -0.966
H -5.612 -4.915 -18.527 0.489
H -6.227 -3.521 -18.444 0.482
O -3.868 -2.492 -13.967 -0.955
H -4.800 -2.259 -14.101 0.487
H -3.876 -3.109 -13.226 0.466
O -4.904 -1.498 -16.611 -0.989
H -4.937 -2.281 -17.172 0.480
H -5.558 -1.678 -15.900 0.479
O -2.890 0.850 -17.994 -0.936
H -3.537 0.164 -18.193 0.472
H -2.137 0.376 -17.632 0.464
O -6.706 -1.937 -14.602 -0.958
H -7.439 -2.436 -14.984 0.496
H -7.079 -1.069 -14.394 0.498
O -5.807 1.935 -16.839 -0.947
H -5.353 2.376 -16.115 0.467
H -5.492 1.022 -16.799 0.480
O -2.873 -4.550 -16.204 -0.959
H -3.014 -4.148 -15.334 0.484
H -3.746 -4.562 -16.616 0.473
C 0.839 -1.143 -18.818 -0.261
O -0.418 -1.790 -18.732 -0.548
C -0.704 -2.432 -17.515 -0.078
C -1.266 -1.551 -16.411 -0.249
N -0.170 -0.880 -15.672 -0.631
C -0.539 -0.185 -14.423 -0.240
C 0.475 0.826 -13.933 -0.067
O 1.713 0.150 -13.784 -0.542
C 2.738 1.057 -13.406 -0.251
H 1.039 -0.561 -17.916 0.195
H 0.791 -0.416 -19.629 0.185
H 1.625 -1.872 -19.034 0.161
H 0.123 -3.082 -17.202 0.163
H -1.479 -3.150 -17.790 0.211
H -1.720 -2.075 -15.562 0.196
H -2.017 -0.897 -16.830 0.176
H 0.400 -1.633 -15.300 0.349
H -0.818 -0.903 -13.643 0.170
H -1.444 0.367 -14.706 0.194
H 0.087 1.350 -13.052 0.167
H 0.618 1.599 -14.701 0.165
H 2.503 1.598 -12.482 0.164
H 2.953 1.723 -14.243 0.173
H 3.586 0.435 -13.116 0.191
```

Energy comparison, zero being the most stable, in kJ/mol: <a> 0.0; <b> 118.3.

<a>
# C9H12N2

C9H12N2 in the gas phase (wB97M-V/def2-TZVPD, the OMol25 dataset).

As for the spin multiplicity: 1. Its LUMO energy is 1.0 eV. As for the charge: 0. The structure (SMILES) is C/C=C\c1cc(C)cc(N)n1.

XYZ file:
```
23
Properties=species:S:1:pos:R:3:nbo_charge:R:1
C 3.067 0.583 0.819 -0.687
C 3.029 -0.689 -0.053 -0.143
C 1.852 -1.187 -0.561 -0.230
C 0.546 -0.541 -0.389 0.232
C 0.271 0.871 -0.702 -0.329
C -0.976 1.315 -0.222 0.061
C -1.218 2.790 -0.070 -0.646
C -1.940 0.385 0.244 -0.339
C -1.673 -0.943 0.315 0.394
H 3.864 1.462 0.879 0.228
H 2.989 0.258 1.815 0.218
H 2.069 1.190 0.593 0.224
H 4.053 -1.173 -0.233 0.209
H 1.903 -2.015 -1.114 0.211
H 1.085 1.465 -1.134 0.230
H -2.162 3.124 0.247 0.220
H -0.699 2.997 0.860 0.229
H -0.879 3.518 -0.858 0.224
H -2.959 0.665 0.304 0.201
H -3.658 -1.875 0.224 0.420
H -2.075 -2.648 0.211 0.401
N -2.657 -1.855 0.235 -0.820
N -0.381 -1.356 0.038 -0.506
```

<b>
# C9H12N2

C9H12N2 in the gas phase (wB97M-V/def2-TZVPD, the OMol25 dataset).

As for the spin multiplicity: 1. Its LUMO energy is 0.8 eV. As for the charge: 0. The structure (SMILES) is Nc1nccc2c1CCCC2.

XYZ file:
```
23
Properties=species:S:1:pos:R:3:nbo_charge:R:1
C -1.324 0.386 -0.902 0.416
C 0.228 0.626 -2.478 0.063
C 1.281 0.351 -1.580 -0.348
C 0.911 0.040 -0.258 0.074
C 2.045 -0.458 0.649 -0.453
C 1.633 -1.139 2.059 -0.394
C 0.277 -0.605 2.564 -0.408
C -0.854 -0.190 1.540 -0.423
C -0.400 -0.034 0.117 -0.153
H -2.722 1.006 0.365 0.384
H -3.205 0.731 -1.335 0.402
H 0.488 1.032 -3.465 0.190
H 2.241 0.176 -1.907 0.217
H 2.727 0.491 0.788 0.228
H 2.176 -1.201 -0.071 0.239
H 2.495 -0.883 2.824 0.209
H 1.785 -2.211 1.873 0.204
H -0.054 -1.261 3.340 0.221
H 0.644 0.401 2.844 0.203
H -1.134 0.851 1.942 0.199
H -1.802 -0.764 1.712 0.229
N -2.615 0.504 -0.542 -0.809
N -1.159 0.605 -2.198 -0.491
```

Energy comparison, zero being the most stable, in kJ/mol: <a> 77.0; <b> 0.0.

<a>
# C5H10ClN

C5H10ClN in the gas phase (wB97M-V/def2-TZVPD, the OMol25 dataset).

As for the spin multiplicity: 1. Its LUMO energy is 1.0 eV. As for the charge: 0. The structure (SMILES) is NC[C@H]1C[C@H](Cl)C1.

XYZ file:
```
17
Properties=species:S:1:pos:R:3:nbo_charge:R:1
C -1.612 -0.119 0.020 -0.227
C -0.310 -0.861 0.036 -0.207
C 0.766 -0.358 1.111 -0.436
C 1.452 0.377 0.003 -0.172
C 0.723 -0.480 -1.111 -0.420
H -1.121 1.724 0.736 0.353
H -1.187 1.731 -0.888 0.359
H -2.213 -0.317 0.924 0.196
H -2.214 -0.516 -0.821 0.195
H -0.432 -1.968 0.107 0.213
H 0.300 0.287 1.878 0.202
H 1.357 -1.144 1.601 0.233
H 1.156 1.394 -0.150 0.212
H 1.229 -1.422 -1.346 0.219
H 0.416 0.031 -2.020 0.209
N -1.570 1.292 -0.061 -0.838
Cl 3.259 0.350 -0.018 -0.090
```

<b>
# C5H10ClN

2 unconnected molecules or ions with the total composition C5H10ClN (wB97M-V/def2-TZVPD, the OMol25 dataset).

As for the spin multiplicity: 1. Its LUMO energy is 0.6 eV. As for the charge: 0.

XYZ file:
```
17
Properties=species:S:1:pos:R:3:nbo_charge:R:1
C 0.360 -0.033 1.878 0.128
C 0.676 -0.842 -2.156 -0.659
C 1.896 1.428 -2.402 -0.416
C -1.945 -0.418 2.955 -0.423
C 0.797 0.647 -2.250 -0.166
N -0.903 0.225 2.139 -0.596
Cl 0.432 -1.818 1.854 -0.130
H -0.104 -1.166 -2.808 0.217
H 0.433 -0.935 -1.024 0.235
H 1.649 -1.383 -2.438 0.216
H -1.187 1.132 1.851 0.398
H 1.840 2.559 -2.474 0.196
H 2.899 1.094 -2.285 0.188
H -1.541 -0.823 3.793 0.213
H -2.494 -1.165 2.521 0.211
H -2.627 0.343 3.298 0.205
H -0.182 1.152 -2.452 0.185
```

Energy comparison, zero being the most stable, in kJ/mol: <a> 0.0; <b> 267.0.